Entry 1:
{"formula": "C16H29BN3O7", "method": "the ωB97M-V functional and the def2-TZVPD basis", "gap_ha": 0.2518, "lumo_ev": -4.5686, "homo_energy_ev": -11.4, "total_charge": 1, "total_energy_ev": -36522.536, "species": ["C", "C", "C", "O", "N", "C", "C", "N", "C", "O", "C", "N", "B", "O", "O", "C", "C", "C", "C", "C", "C", "H", "H", "H", "H", "H", "H", "H", "H", "H", "H", "H", "H", "H", "H", "H", "H", "H", "H", "H", "H", "H", "H", "H", "C", "O", "C", "O", "O", "C", "H", "H", "H", "H", "H", "H"], "coordinates": [[1.2813, 3.7268, 1.6862], [0.2558, 3.1252, 0.5156], [0.7077, 1.5859, 0.0475], [-0.4445, 0.9182, -0.6207], [-0.6082, -0.3448, -0.1108], [0.4462, -1.3511, -0.5160], [-1.6524, -0.7290, 0.6972], [-2.6605, 0.3835, 1.0583], [-3.7118, 0.5464, -0.0132], [-4.5383, 1.7523, 0.1537], [-5.9524, 1.5153, -0.1735], [-1.9328, -2.0708, 1.2792], [-2.5735, -3.0711, 0.3743], [-4.0793, -3.0694, 0.3112], [-1.8795, -4.0883, -0.4751], [-0.9674, -2.5874, 2.2814], [-0.9718, -4.1412, 2.9020], [0.1398, -4.6665, 4.0251], [1.2972, -3.6684, 4.6249], [1.3161, -2.1253, 4.0621], [0.2151, -1.6006, 2.9302], [2.0168, 2.9006, 2.0998], [0.6436, 4.1106, 2.5939], [1.9382, 4.5495, 1.1731], [0.2457, 3.8639, -0.4099], [-0.8345, 3.0967, 0.9454], [1.6262, 1.7601, -0.6895], [1.1077, 1.0043, 0.9828], [0.0081, -2.3509, -0.9855], [1.0943, -0.8676, -1.3944], [1.2321, -1.6030, 0.3344], [-2.1694, 1.2702, 1.2990], [-4.3396, -0.4688, -0.0172], [-3.2491, 0.6125, -1.1100], [-6.3283, 0.4200, -0.0060], [-6.5803, 2.1917, 0.5838], [-6.2730, 1.8917, -1.2507], [-4.3634, -3.7092, -0.4229], [-1.4551, -4.7717, 0.1481], [-1.7668, -4.9441, 2.5734], [0.0592, -5.7940, 4.4076], [2.0500, -4.0919, 5.4410], [2.1403, -1.4071, 4.5391], [0.3464, -0.4589, 2.6158], [2.1353, 0.7445, -4.5810], [3.3202, 0.8184, -3.7906], [4.0954, 1.9024, -4.0466], [3.8590, 2.7755, -4.8667], [5.1791, 1.8465, -3.2318], [6.0901, 2.9321, -3.3919], [1.5928, -0.1602, -4.2929], [1.4900, 1.6082, -4.3906], [2.3845, 0.6726, -5.6446], [5.6029, 3.8833, -3.1541], [6.4974, 2.9477, -4.4079], [6.9174, 2.7851, -2.6920]], "forces_ev_per_angstrom": [[-0.016, -0.535, -0.541], [-0.111, -0.220, 0.248], [1.803, 2.715, 0.812], [0.297, -0.273, 1.236], [-1.095, -3.604, 1.840], [2.287, -0.873, -1.619], [-1.128, 3.220, 0.027], [1.701, -1.563, -0.873], [-1.098, -0.857, -2.270], [0.189, -2.810, -0.057], [-2.039, 0.966, 0.559], [2.442, 1.160, -0.617], [-3.262, -2.446, -1.885], [4.090, -0.706, -1.438], [-0.695, 1.052, 3.671], [4.237, -1.202, 3.998], [2.420, 1.892, 1.046], [0.152, 3.803, -1.175], [-3.303, 1.075, -3.122], [-2.527, -2.942, -0.848], [0.416, -2.928, 1.302], [-1.525, 1.577, -0.890], [1.431, -0.504, -1.942], [-1.348, -1.443, 1.375], [0.010, -1.782, 1.892], [2.050, -0.039, -0.863], [-2.160, -0.908, 1.274], [-1.110, 0.865, -1.855], [0.523, 2.247, 1.405], [-1.670, -0.812, 1.992], [-2.060, 0.581, -1.458], [-0.322, -0.859, -0.788], [1.091, 2.299, 0.259], [-0.551, -0.015, 2.250], [1.074, 1.934, -0.357], [1.483, -1.473, -1.633], [1.116, -0.931, 2.078], [0.644, 1.191, 1.551], [-0.578, 1.465, -1.469], [1.607, 1.938, 0.649], [0.129, 2.848, -1.022], [-1.791, 1.221, -2.044], [-2.185, -1.538, -1.428], [-0.562, -2.781, 0.694], [-0.385, -0.001, -0.319], [0.541, 0.597, 0.086], [0.207, 0.662, -0.460], [0.272, -1.416, 1.313], [-1.096, -0.234, -0.534], [0.467, 0.487, -0.064], [0.323, 0.082, 0.110], [0.190, -0.051, -0.186], [-0.081, 0.179, 0.209], [0.042, -0.170, -0.215], [-0.216, 0.092, 0.161], [-0.317, -0.231, -0.065]], "mulliken_charge": [-0.896, -0.145, -0.255, -0.219, 0.655, -0.586, -0.699, -0.174, 0.018, -0.346, -0.548, 0.272, 0.630, -0.539, -0.508, 0.587, -0.391, -0.433, -0.423, -0.559, -0.143, 0.281, 0.281, 0.278, 0.349, 0.067, 0.200, 0.139, 0.285, 0.106, 0.333, 0.293, 0.126, 0.203, 0.283, 0.225, 0.245, 0.346, 0.325, 0.302, 0.290, 0.305, 0.281, 0.157, -0.696, -0.285, 0.747, -0.528, -0.306, -0.617, 0.207, 0.314, 0.359, 0.289, 0.295, 0.224]}

Entry 2:
{"formula": "C6H24ClN12O10", "method": "the ωB97M-V functional and the def2-TZVPD basis", "gap_ha": 0.3504, "lumo_ev": 2.2148, "homo_energy_ev": -7.3, "de_lowest_kj_mol": 80.1, "total_charge": -1, "total_energy_ev": -57492.003, "species": ["Cl", "O", "O", "O", "O", "C", "O", "N", "N", "H", "H", "H", "H", "C", "O", "N", "N", "H", "H", "H", "H", "C", "O", "N", "N", "H", "H", "H", "H", "C", "O", "N", "N", "H", "H", "H", "H", "C", "O", "N", "N", "H", "H", "H", "H", "C", "O", "N", "N", "H", "H", "H", "H"], "coordinates": [[-0.7382, -0.5187, -0.6535], [-0.0540, 0.5060, 0.0918], [-1.9498, -0.8780, 0.0672], [-0.9333, -0.1100, -2.0220], [-0.0185, -1.7885, -0.6792], [-3.2194, 2.4936, 2.9419], [-2.8912, 3.6380, 2.6459], [-2.4962, 1.4018, 2.5876], [-4.3349, 2.2208, 3.6764], [-1.5871, 1.5327, 2.1872], [-2.8495, 0.5120, 2.9133], [-4.3947, 1.3625, 4.2083], [-4.6473, 2.9734, 4.2697], [3.2676, -2.3519, -2.6871], [4.4744, -2.5171, -2.7500], [2.4086, -3.3682, -2.3380], [2.6196, -1.1771, -2.9208], [1.4410, -3.1073, -2.2551], [2.8123, -4.0779, -1.7560], [3.1805, -0.3867, -3.1761], [1.6233, -1.1427, -2.7919], [0.3294, 3.4025, -3.9012], [-0.5909, 3.0826, -4.6247], [0.6067, 2.8125, -2.7092], [1.2186, 4.4180, -4.2084], [-0.0382, 2.1282, -2.3474], [1.4389, 3.0484, -2.1994], [0.9802, 4.9227, -5.0410], [1.7866, 4.8196, -3.4872], [-1.7434, -4.9014, -1.3585], [-2.7085, -5.6421, -1.2366], [-0.5765, -5.1748, -0.6885], [-1.6528, -3.8787, -2.2614], [0.2566, -4.6265, -0.7895], [-0.5379, -6.0080, -0.1351], [-1.0584, -3.1256, -1.9362], [-2.4370, -3.6892, -2.8552], [3.7081, 2.7841, 0.3378], [4.8326, 2.5378, -0.0670], [2.5905, 2.1880, -0.1755], [3.4418, 3.8665, 1.1318], [1.7003, 2.4417, 0.2197], [2.5924, 1.4047, -0.8018], [2.5128, 4.1399, 1.3965], [4.1897, 4.2732, 1.6610], [-2.0863, -1.2380, 4.2527], [-3.2677, -0.9521, 4.0860], [-1.3265, -1.7610, 3.2546], [-1.4364, -1.0478, 5.4293], [-1.7047, -1.8666, 2.3251], [-0.3360, -1.7836, 3.4125], [-0.4710, -1.2459, 5.6103], [-1.9264, -0.5456, 6.1465]], "forces_ev_per_angstrom": [[-1.265, -1.999, 1.067], [0.546, 0.133, -0.245], [-0.174, 1.139, -0.753], [-0.247, 0.394, 0.286], [1.425, 0.244, -0.331], [1.470, 0.478, -0.336], [-0.191, -0.032, 0.109], [-0.655, 0.120, 0.372], [-1.302, -0.209, 1.229], [-0.089, -0.163, -0.307], [0.421, -0.113, -0.366], [0.315, -0.300, -0.485], [0.061, 0.358, -0.476], [0.120, -0.212, 0.413], [-0.033, 0.261, -0.055], [-0.018, 0.122, -0.427], [0.293, -0.235, -0.148], [-0.063, -0.337, 0.464], [-0.171, -0.134, -0.033], [-0.227, 0.112, -0.115], [0.015, 0.537, -0.025], [0.251, 0.207, 0.341], [-0.042, 0.083, -0.209], [-0.127, -0.162, 0.153], [-0.266, -0.466, -0.364], [0.076, -0.154, -0.018], [-0.088, -0.130, 0.143], [0.173, 0.277, 0.084], [-0.006, 0.239, -0.145], [-0.150, -1.201, -0.521], [-0.076, 0.225, -0.066], [0.145, 0.334, 0.215], [0.748, 0.074, 0.543], [-0.060, 0.090, -0.031], [-0.175, 0.044, 0.090], [-0.294, 0.365, -0.408], [-0.224, 0.174, 0.315], [0.329, 0.395, -1.885], [0.051, -0.367, 0.693], [-0.712, 0.472, 0.551], [-0.189, 0.288, 0.692], [-0.111, -0.407, -0.054], [0.422, -0.166, 0.166], [-0.048, -0.215, 0.027], [0.165, -0.101, -0.157], [-0.032, -0.277, -1.038], [-0.117, 0.075, 0.472], [0.172, -0.034, 0.587], [-0.090, 0.268, 0.917], [0.054, 0.172, -0.046], [0.069, -0.136, -0.500], [0.038, -0.094, -0.315], [-0.116, -0.036, -0.070]], "mulliken_charge": [1.649, -0.606, -0.688, -0.696, -0.675, 0.592, -0.694, -0.103, -0.470, 0.090, 0.098, 0.255, 0.243, 0.570, -0.666, -0.445, -0.309, 0.268, 0.219, 0.183, 0.178, 0.549, -0.632, -0.194, -0.406, 0.116, 0.231, 0.227, 0.182, 0.576, -0.668, -0.291, -0.313, 0.160, 0.188, 0.137, 0.216, 0.558, -0.646, -0.201, -0.383, 0.139, 0.086, 0.177, 0.216, 0.723, -0.728, -0.296, -0.400, 0.162, 0.157, 0.152, 0.214]}

Entry 3:
{"formula": "C3H9NO2", "method": "the ωB97M-V functional and the def2-TZVPD basis", "gap_ha": 0.3784, "lumo_ev": 0.6899, "homo_energy_ev": -9.6, "de_lowest_kj_mol": 187.5, "smiles": "CC(N)=O.CO", "total_energy_ev": -8841.012, "species": ["C", "O", "H", "H", "H", "H", "C", "C", "O", "N", "H", "H", "H", "H", "H"], "coordinates": [[1.8945, 0.2277, 1.9809], [2.4812, 1.3888, 2.5864], [1.8596, 2.0211, 2.8697], [2.8106, -0.4716, 1.9931], [1.2368, -0.2916, 2.6916], [1.4864, 0.5725, 0.9782], [-1.1846, 0.4673, -2.0641], [-0.7719, -0.4598, -1.0205], [-0.0311, -0.2046, -0.1139], [-1.6647, -1.5291, -0.9266], [-1.4772, -2.2811, -0.2834], [-2.5697, -1.6929, -1.4561], [-0.6130, 0.5460, -3.0089], [-1.2519, 1.5332, -1.8134], [-2.2053, 0.1741, -2.4129]], "forces_ev_per_angstrom": [[1.879, 0.244, 0.025], [1.484, -0.817, 0.040], [-1.406, 0.889, 0.328], [-1.461, 0.843, -0.971], [-0.579, 0.384, -0.568], [0.481, -1.398, 1.505], [-1.348, 1.642, -3.161], [-2.861, -0.527, 1.191], [1.333, -0.339, 0.012], [-1.131, -1.182, -0.878], [0.258, 0.289, 0.247], [2.205, 0.787, 0.632], [0.249, -0.716, 0.590], [0.149, -0.428, 0.790], [0.745, 0.328, 0.220]], "mulliken_charge": [-0.366, -0.529, 0.280, 0.194, 0.207, 0.252, -0.869, 0.653, -0.541, -0.425, 0.212, 0.187, 0.243, 0.266, 0.236]}

Entry 4:
{"formula": "C3H5ClN2S", "method": "the ωB97M-V functional and the def2-TZVPD basis", "gap_ha": 0.3467, "lumo_ev": 0.5577, "homo_energy_ev": -8.9, "de_lowest_kj_mol": 136.8, "smiles": "C=N[C@H](Cl)[C@H]1NS1", "total_energy_ev": -29527.810, "species": ["C", "C", "C", "N", "N", "S", "Cl", "H", "H", "H", "H", "H"], "coordinates": [[0.2454, -0.2223, -1.2648], [-1.2408, -1.0243, 0.3302], [1.4482, 0.2114, -0.4110], [-0.4655, -1.2649, -0.6230], [1.2363, 0.2259, 0.9970], [2.3131, -1.0563, 0.4927], [0.6748, -0.8582, -2.9356], [-0.3544, 0.6803, -1.4621], [-1.7143, -1.8677, 0.8101], [-1.4704, -0.0289, 0.7168], [2.0582, 0.9772, -0.8827], [1.7402, 0.9751, 1.4712]], "forces_ev_per_angstrom": [[-0.237, 0.279, -0.048], [-0.209, 0.327, 0.192], [0.211, -0.475, -1.036], [0.022, -0.579, -0.313], [-0.550, 0.553, 0.519], [0.502, -0.208, -0.121], [0.274, 0.617, 0.844], [0.061, -0.254, 0.010], [-0.162, -0.152, 0.165], [0.011, 0.063, -0.065], [0.000, -0.033, 0.150], [0.078, -0.139, -0.298]], "mulliken_charge": [0.031, -0.282, -0.154, -0.428, -0.463, -0.073, -0.197, 0.318, 0.286, 0.247, 0.423, 0.293]}

Entry 5:
{"formula": "C5H10Cl2O2S", "method": "the ωB97M-V functional and the def2-TZVPD basis", "gap_ha": 0.3970, "lumo_ev": 0.3388, "homo_energy_ev": -10.5, "de_lowest_kj_mol": 0.0, "total_energy_ev": -45320.325, "species": ["C", "C", "C", "C", "C", "O", "O", "S", "Cl", "Cl", "H", "H", "H", "H", "H", "H", "H", "H", "H", "H"], "coordinates": [[-0.7480, 2.2709, -0.5318], [1.5538, -1.5003, 1.1583], [0.2491, 1.2378, -0.0127], [-0.1735, -0.1138, -0.4884], [1.1173, -1.4972, -0.2602], [-1.8580, -0.2236, 1.4848], [-1.6621, -2.1760, 0.0158], [-1.5672, -0.7923, 0.1897], [2.4138, -0.8866, -1.1978], [-3.0362, -0.2660, -1.1767], [-0.3864, 3.3258, -0.2376], [-1.7047, 2.1169, -0.1781], [-0.8221, 2.3766, -1.5986], [1.8327, -0.4847, 1.2798], [2.3787, -2.0790, 1.2780], [0.7468, -1.9326, 1.7291], [1.2092, 1.5534, -0.2472], [0.2134, 1.2860, 1.1035], [-0.3418, 0.0806, -1.5900], [0.5853, -2.2960, -0.7199]], "forces_ev_per_angstrom": [[2.581, 2.716, 0.116], [-2.752, 0.275, -1.017], [-2.446, 0.405, 2.428], [3.623, -1.330, -1.996], [-2.532, 3.324, -0.569], [0.390, -0.161, -1.127], [0.828, -2.538, 0.019], [-2.723, 1.604, 1.615], [1.133, 0.087, -1.336], [-0.138, 0.706, 0.123], [-0.686, -1.541, -0.041], [-2.016, -0.218, 0.960], [0.186, -0.535, -0.740], [0.019, 0.913, 1.260], [2.543, -1.830, 0.297], [-0.211, 0.477, 0.808], [1.967, -0.104, -0.982], [-0.059, -0.118, -0.694], [0.189, -1.299, 0.986], [0.105, -0.832, -0.111]], "mulliken_charge": [-1.498, -1.249, -0.566, -0.433, -0.091, -0.528, -0.588, 1.097, -0.155, -0.267, 0.322, 0.446, 0.371, 0.365, 0.443, 0.326, 0.568, 0.359, 0.536, 0.542]}

Entry 6:
{"formula": "H22O11", "method": "the ωB97M-V functional and the def2-TZVPD basis", "gap_ha": 0.3982, "lumo_ev": -0.3261, "homo_energy_ev": -11.2, "de_lowest_kj_mol": 371.8, "smiles": "O.O.O.O.O.O.O.O.O.O.O", "total_energy_ev": -22877.661, "species": ["H", "H", "H", "H", "H", "H", "H", "H", "H", "H", "H", "H", "H", "H", "H", "H", "H", "H", "H", "H", "H", "H", "O", "O", "O", "O", "O", "O", "O", "O", "O", "O", "O"], "coordinates": [[-0.2777, 0.3086, 1.2698], [-0.3425, 0.2610, -0.1979], [-4.8471, -0.0947, -2.1926], [-4.4292, 1.1684, -2.7018], [2.3703, 2.3973, -1.8502], [2.3160, 3.0666, -0.3731], [2.9523, -2.2999, 0.4861], [4.1307, -2.1689, 1.4034], [-2.6267, -0.9503, 3.7164], [-3.3150, -0.9251, 2.4816], [1.6861, 2.1940, 2.6297], [0.6242, 3.3546, 2.6617], [0.2798, -2.8100, 0.0689], [1.5857, -2.7435, -0.6214], [-2.0861, -3.4193, -0.0727], [-3.6078, -3.0878, -0.2932], [-2.7774, 3.0543, -1.0031], [-1.8790, 3.8011, -0.0484], [4.2067, 0.4326, -0.1824], [4.0679, -0.1832, 1.2656], [1.0642, -1.0277, -4.0059], [1.5957, -1.5408, -2.8310], [-0.8818, 0.1248, 0.5832], [-4.5590, 0.6921, -1.8649], [2.4957, 3.2372, -1.3187], [3.1127, -2.1235, 1.4008], [-3.3546, -0.4497, 3.2991], [1.4848, 3.1250, 2.3195], [0.7877, -2.2858, -0.5692], [-2.9361, -3.8042, -0.0707], [-2.8240, 3.8151, -0.4460], [4.3694, -0.3652, 0.3237], [1.6141, -0.7529, -3.2663]], "forces_ev_per_angstrom": [[0.923, 0.275, 1.446], [-0.021, -0.175, -0.403], [-1.413, -3.856, -0.984], [0.069, 0.290, 0.547], [0.094, 1.389, 1.305], [-0.015, -0.168, -0.786], [-0.211, 0.260, -0.738], [-2.378, -0.027, 0.164], [-0.452, 0.665, 0.501], [-0.573, -0.033, -1.367], [-0.556, 1.774, -0.387], [-0.392, -0.064, 0.245], [0.110, 0.379, -0.138], [2.002, -1.285, -0.330], [1.233, 0.985, -0.145], [1.643, -1.306, 0.453], [-0.282, -0.959, -0.657], [-2.431, 0.245, -0.864], [0.114, 0.304, 0.008], [0.373, -0.152, -2.065], [-0.080, 0.688, -0.532], [0.269, -3.317, 2.746], [-0.945, -0.213, -1.053], [1.349, 3.583, 0.390], [-0.142, -1.260, -0.445], [2.292, -1.041, 1.461], [1.058, -0.613, 0.870], [0.969, -1.767, 0.074], [-2.168, 0.778, 0.270], [-2.914, 0.384, -0.329], [2.697, 0.680, 1.549], [0.035, 0.816, 1.366], [-0.255, 2.741, -2.172]], "mulliken_charge": [0.283, 0.275, 0.272, 0.315, 0.313, 0.312, 0.265, 0.375, 0.312, 0.298, 0.311, 0.322, 0.299, 0.249, 0.296, 0.317, 0.299, 0.324, 0.273, 0.345, 0.306, 0.263, -0.582, -0.584, -0.642, -0.654, -0.611, -0.624, -0.496, -0.627, -0.624, -0.617, -0.564]}